Here is a structure of composition C38H31N3O3PPdS in a non-equilibrium geometry from OMol25. Energies are from ωB97M-V with the def2-TZVPD basis set.

Properties
- Kohn-Sham gap (spin up / spin down): 7.2 / 7.2 eV
- Total charge: +1
- Energy above the lowest of the compared OMol25 structures with the same formula, charge and spin: 18.1 kcal/mol
- Highest occupied orbital energy (spin up / spin down): -10.242 / -11.535 eV
- Multiplicity: 5
- ⟨S²⟩: 6.065
- LUMO energy (spin up / spin down): -0.1103 / -0.1598 Ha

Each line ends with the Mulliken charge.
Atoms and positions in Å:
Pd: -0.51411 -0.11268 0.08260  0.822
O: 0.74811 -2.19610 0.38765  -0.412
S: 1.32836 -1.86376 1.70340  1.810
O: 0.97849 -2.73753 2.77835  -0.776
O: 1.13016 -0.41446 2.00007  -0.575
C: 3.06833 -1.84243 1.34801  -0.511
C: 4.06663 -2.63390 1.86778  -0.418
C: 5.36755 -2.43587 1.42263  -0.738
C: 5.62853 -1.49479 0.43881  -0.871
C: 4.60849 -0.71561 -0.09038  -0.450
C: 3.31531 -0.85750 0.40386  0.522
P: 1.89869 0.18074 -0.13321  0.037
C: 2.25113 1.83778 0.54523  0.830
C: 3.53240 2.34684 0.70969  -0.608
C: 3.71013 3.61414 1.24071  -0.745
C: 2.61554 4.37806 1.60851  -0.682
C: 1.33545 3.86464 1.47116  -0.945
C: 1.15071 2.59544 0.95242  0.121
C: 2.25965 0.10762 -1.93397  0.991
C: 1.49136 -0.85366 -2.58662  -0.728
C: 1.70989 -1.12769 -3.92252  -0.861
C: 2.69226 -0.43331 -4.61368  -0.601
C: 3.43497 0.54680 -3.97533  -0.953
C: 3.21384 0.83058 -2.63743  0.161
H: 3.82414 -3.38469 2.60302  0.602
H: 6.17358 -3.02976 1.82532  0.422
H: 6.63768 -1.36358 0.07570  0.440
H: 4.82568 -0.02508 -0.89225  0.454
H: 4.39566 1.75363 0.44938  0.356
H: 4.70780 4.00193 1.37393  0.457
H: 2.75514 5.36532 2.02226  0.416
H: 0.48531 4.45574 1.77922  0.474
H: 0.14252 2.16591 0.87658  0.371
H: 0.72074 -1.38795 -2.02268  0.361
H: 1.11244 -1.87316 -4.42481  0.482
H: 2.87384 -0.64543 -5.65622  0.436
H: 4.20117 1.08457 -4.51530  0.476
H: 3.76025 1.62472 -2.14650  0.497
C: -5.20542 0.02909 0.25814  -1.103
C: -3.85658 -0.02880 0.61669  -0.289
N: -2.87877 0.39098 -0.15892  0.291
C: -3.18934 0.96245 -1.33492  -0.087
C: -4.52984 1.10103 -1.76854  1.151
C: -5.54738 0.59953 -0.93986  -0.767
C: -4.80804 1.75169 -2.99996  -0.884
C: -3.80841 2.25827 -3.75947  -0.909
C: -2.45287 2.17640 -3.33572  1.302
C: -1.41191 2.78541 -4.05836  -0.894
C: -0.15435 2.80823 -3.50759  -1.317
C: 0.06270 2.18047 -2.27788  -0.256
N: -0.87110 1.50961 -1.62679  0.463
C: -2.12753 1.52357 -2.12301  -0.632
H: -5.94873 -0.36383 0.93186  0.491
H: -3.58016 -0.43299 1.57767  0.773
H: -6.57706 0.67886 -1.25058  0.448
H: -5.83826 1.84390 -3.30169  0.430
H: -4.02205 2.76538 -4.68746  0.431
H: -1.62034 3.26245 -5.00565  0.453
H: 0.65605 3.32538 -3.99578  0.504
H: 1.03098 2.25017 -1.79892  0.724
C: -1.04579 -0.37132 4.21226  -1.292
C: -1.90552 -1.53029 3.86790  0.813
C: -2.70957 -2.21675 4.73966  -0.834
C: -3.45706 -3.31567 4.31919  -0.716
C: -3.35335 -3.78005 3.00694  -0.777
C: -2.56330 -3.15398 2.08134  0.674
C: -2.39030 -3.59029 0.66747  -1.369
C: -1.88790 -1.92724 2.46931  0.922
N: -1.41827 -1.16230 1.57746  -0.523
H: -1.13487 -0.07859 5.25386  0.496
H: -1.27851 0.46907 3.55161  0.220
H: -0.00959 -0.63677 3.99311  0.175
H: -2.77425 -1.89195 5.76857  0.478
H: -4.11140 -3.82074 5.01184  0.426
H: -3.92038 -4.64728 2.70322  0.477
H: -2.85597 -4.55643 0.48996  0.464
H: -1.32425 -3.64384 0.43258  0.170
H: -2.81914 -2.84832 -0.01490  0.206

Force components x, y, z for each atom (eV/Å):
Pd -0.96 0.42 -0.50
O -0.21 -0.15 -0.15
S 0.98 -0.39 0.82
O 0.07 -0.27 0.14
O 0.10 -0.31 0.17
C -0.35 0.21 0.00
C -0.13 -0.10 0.09
C -0.08 0.02 -0.08
C 0.04 -0.01 0.05
C -0.24 -0.05 0.03
C 0.07 -0.11 -0.05
P 1.22 1.02 -0.85
C -0.33 -0.22 -0.16
C 0.03 0.02 -0.05
C 0.05 0.03 -0.01
C -0.02 -0.04 0.02
C -0.11 0.03 0.01
C -0.20 -0.21 -0.07
C -0.41 0.03 0.29
C -0.13 -0.13 0.19
C 0.00 0.03 -0.15
C -0.05 -0.03 -0.05
C 0.12 0.09 0.02
C -0.10 0.03 0.09
H 0.01 -0.10 0.10
H 0.04 -0.06 0.04
H 0.04 -0.01 -0.03
H 0.03 0.03 0.02
H 0.06 -0.01 -0.01
H 0.11 0.04 0.00
H 0.04 0.08 0.02
H -0.08 0.00 0.03
H 0.41 0.33 0.04
H 0.27 0.03 -0.26
H -0.02 -0.08 -0.06
H 0.01 -0.04 -0.09
H 0.00 0.07 -0.07
H 0.13 0.04 0.02
C -0.07 0.18 -0.15
C -0.08 -0.06 0.04
N 0.26 0.00 0.04
C -0.63 0.05 -0.14
C 0.52 -0.15 0.32
C 0.27 -0.10 0.12
C 0.22 0.22 -0.43
C -0.49 -0.16 0.11
C 0.36 -0.19 0.39
C 0.22 -0.10 0.37
C -0.23 0.11 -0.14
C -0.06 -0.01 0.13
N 0.26 -0.04 -0.06
C -0.13 0.37 -0.48
H -0.09 -0.01 0.09
H -0.02 -0.04 -0.02
H -0.14 0.00 -0.05
H -0.15 0.03 -0.12
H -0.05 0.04 -0.11
H -0.01 0.04 -0.04
H 0.12 -0.01 -0.02
H -0.08 -0.03 -0.14
C 0.16 0.07 0.06
C 0.06 0.17 -0.30
C 0.05 0.05 0.05
C 0.05 0.02 -0.08
C -0.01 -0.12 -0.11
C 0.08 0.32 -0.16
C 0.03 -0.04 -0.09
C -1.12 -1.06 1.29
N 0.52 0.31 -0.30
H -0.08 0.06 0.04
H 0.01 0.11 0.17
H -0.05 0.10 0.17
H 0.07 0.03 0.06
H -0.03 -0.06 0.09
H 0.00 -0.15 -0.02
H -0.03 0.00 -0.05
H -0.05 -0.09 -0.03
H -0.05 -0.08 -0.02